1.
DFT (ωB97M-V with the def2-TZVPD basis set) results for one molecule with the formula C6H11N.

Calculated values
HOMO = -0.2687 Eh
LUMO energy = 0.845 eV
SMILES = CCC1=NC1(C)C
Energy relative to the best compared isomer or geometry (same formula, charge and spin) = 4.0956 eV

XYZ file:
```
18
C6H11N (ωB97M-V with the def2-TZVPD basis set)
C -0.598 1.728 1.772
C 0.528 0.584 1.632
C 0.906 0.392 0.286
N 1.478 0.291 -0.850
C 0.312 -0.604 -1.047
C -0.898 0.054 -1.627
C 0.698 -2.047 -1.139
H -0.013 2.558 1.247
H -0.672 2.083 2.813
H -1.497 1.248 1.459
H -0.023 -0.278 1.907
H 1.207 0.812 2.389
H -0.959 1.030 -1.281
H -1.850 -0.369 -1.368
H -0.903 -0.173 -2.675
H 0.559 -2.371 -2.192
H 0.030 -2.648 -0.544
H 1.696 -2.290 -0.784
```



2.
DFT (ωB97M-V with the def2-TZVPD basis set) results for a 2-piece molecular cluster, C2H4N2O2 overall.

Calculated values
HOMO (alpha / beta) = -0.3394 / -0.3213 Eh
LUMO energy (alpha / beta) = -1.511 / -0.566 eV
Energy relative to the best compared isomer or geometry (same formula, charge and spin) = 10.7733 eV

XYZ file:
```
10
C2H4N2O2 (ωB97M-V with the def2-TZVPD basis set)
C -1.140 -1.115 -0.350
C 0.342 0.861 0.159
N -0.246 1.891 0.505
N 1.275 -0.165 0.119
O 1.652 -0.407 -1.073
O 1.640 -0.695 1.202
H -0.530 -0.501 -0.798
H -2.183 -0.908 -0.218
H -0.871 -1.813 0.220
H 0.061 2.853 0.235
```



3.
DFT (ωB97M-V with the def2-TZVPD basis set) results for C3H4S as an isolated structure.

Calculated values
HOMO = -0.3428 Eh
LUMO energy = 0.844 eV
Energy relative to the best compared isomer or geometry (same formula, charge and spin) = 1.0445 eV

XYZ file:
```
8
C3H4S (ωB97M-V with the def2-TZVPD basis set)
C -0.387 0.682 0.011
C 0.890 -0.085 0.017
C 1.836 -0.802 -0.024
H -2.647 -0.296 -0.113
H -0.446 1.375 0.863
H -0.539 1.338 -0.843
H 2.689 -1.388 0.070
S -1.396 -0.824 0.019
```